Below is the molecule C7H10 in a non-equilibrium geometry, with properties calculated with ωB97M-V/def2-TZVPD.

CARTESIAN COORDINATES (ANGSTROEM)
C1 -3.244 -0.406 0.092
C2 -2.292 0.519 -0.033
C3 0.084 -0.870 0.137
C4 0.332 1.180 0.143
C5 -0.933 0.293 -0.148
C6 1.320 0.059 0.434
C7 2.728 -0.144 -0.164
H1 -4.216 -0.292 0.339
H2 -3.068 -1.398 -0.019
H3 -2.738 1.466 0.084
H4 -0.311 -1.838 0.748
H5 0.423 -1.308 -0.792
H6 0.507 2.065 -0.293
H7 0.041 1.513 1.141
H8 2.886 -1.112 -0.688
H9 3.423 -0.088 0.743
H10 2.898 0.605 -0.822

Force components x, y, z for each atom (eV/Å):
C 1.20 -0.50 -0.37
C 0.27 0.01 0.46
C -1.43 -2.46 0.91
C -1.74 -1.91 2.36
C 4.15 -0.39 0.52
C -2.07 -0.70 -1.54
C -1.11 -2.36 3.85
H -3.00 1.40 0.57
H 1.11 -3.02 -0.34
H 0.47 1.73 -0.09
H 1.13 2.36 -0.90
H -0.25 -0.28 -0.71
H 1.08 3.03 -2.37
H -0.02 0.18 0.63
H -0.30 0.45 0.55
H -0.44 -0.07 -1.52
H 0.93 2.53 -2.01

LUMO (alpha / beta) = 0.58 / 0.13 eV

Atomic partial charges in e from the Löwdin method, atoms 1 to 2:
1. C 0.026
2. C -0.174

Below is the molecule C7H10 in a non-equilibrium geometry, with properties calculated with ωB97M-V/def2-TZVPD.

CARTESIAN COORDINATES (ANGSTROEM)
C1 0.401 1.970 0.711
C2 1.293 1.071 1.363
C3 -0.171 0.642 -0.157
C4 0.421 -0.180 -1.333
C5 -0.819 -1.075 -1.209
C6 -0.715 -1.880 0.028
C7 -1.178 -0.437 0.157
H1 0.845 2.698 0.032
H2 -0.402 2.388 1.318
H3 2.318 0.950 1.020
H4 1.049 0.629 2.323
H5 0.575 0.311 -2.302
H6 1.330 -0.736 -1.074
H7 -1.532 -1.269 -2.005
H8 0.270 -2.185 0.380
H9 -1.501 -2.621 0.184
H10 -2.177 -0.277 0.563

Force components x, y, z for each atom (eV/Å):
C -1.26 -0.97 -1.43
C -0.50 -1.08 -0.70
C 2.23 0.44 2.26
C 0.10 0.34 0.24
C -0.18 0.03 -0.06
C 0.10 -0.01 0.12
C -0.11 0.51 -0.02
H -0.22 -0.08 0.05
H 0.05 -0.01 -0.23
H -0.30 -0.05 -0.09
H -0.11 0.02 -0.23
H -0.19 0.16 0.30
H -0.13 0.15 -0.23
H 0.24 -0.02 0.13
H -0.12 0.14 -0.01
H 0.15 0.26 0.05
H 0.25 0.16 -0.16

LUMO = 1.26 eV

Atomic partial charges in e from the Löwdin method, atoms 1 to 2:
1. C -0.225
2. C -0.052